[1]
A 6-piece molecular cluster, C40H29BClF6N2O15 overall in a non-equilibrium geometry, computed with ωB97M-V/def2-TZVPD.

Each line ends with the Löwdin charge.
CARTESIAN COORDINATES (ANGSTROEM)
C: -0.20025 10.71860 5.30896  0.0295
C: 2.59969 5.14370 8.51787  0.0272
C: 8.82889 -5.14439 -1.91054  -0.3898
C: 1.05098 5.81157 6.64140  0.0287
O: -0.48977 12.43895 3.72501  0.1084
O: -2.20417 7.80217 5.68219  0.0852
C: -3.33876 -1.26525 -5.30485  0.0280
O: -2.92562 -2.22359 -3.19222  0.0453
C: 0.57798 4.56265 6.58843  0.0194
F: 2.26287 -3.53119 0.61688  0.0165
C: -5.19914 -1.91740 -3.73026  -0.0077
F: 2.58452 -2.65176 3.59359  0.0533
C: 4.51177 -4.15849 1.55193  -0.1618
H: -3.97197 0.05960 -11.67907  0.1218
O: 2.52847 7.33768 7.66138  0.1036
O: -0.24309 -5.91756 1.75438  0.0650
C: 9.06684 -5.30053 -3.35906  0.0222
C: 7.65671 -7.29928 -1.88498  0.0273
C: 1.21609 0.35287 3.44320  -0.2197
C: -3.75124 -1.83517 -4.00706  -0.3890
H: -2.70049 -5.15909 0.87368  0.1835
N: -1.11200 -2.05112 1.47737  0.1068
H: 2.48506 3.11303 9.12387  0.1245
H: 2.27391 -0.12955 3.17353  0.1382
B: 0.00366 -1.16135 1.98897  -0.4505
H: 9.60875 -4.50068 -3.84935  0.1244
C: 8.63234 -6.37714 -4.02122  0.0250
C: -6.10188 -1.49128 -4.61897  0.0381
H: 2.57694 1.26666 5.02962  0.1048
F: 3.24565 -4.87916 4.11986  0.0466
H: -3.35657 9.00839 3.69212  0.1213
H: -2.55058 11.17956 2.77407  0.1240
F: 0.90218 -5.80859 4.24793  0.0335
H: 0.66263 11.23274 5.71507  0.1270
N: -2.40029 -4.16054 0.96069  0.1447
H: 0.69261 6.59332 5.98243  0.1115
O: -4.62442 -0.95159 -9.37796  0.0782
C: -4.24149 -0.83913 -6.19357  0.0372
O: 1.02150 -0.73160 0.96549  0.0653
H: 0.45735 -0.68897 0.11468  0.1364
C: 2.86509 -4.42808 1.67304  -0.0690
O: 0.64920 2.36868 7.44492  0.0693
O: -6.51502 -0.53294 -6.73161  0.1087
C: 8.09121 -6.22267 -1.22282  0.0085
H: -0.14336 9.06157 6.63312  0.1153
C: 1.40655 1.06050 4.91699  -0.0816
O: 7.49559 -8.43954 -3.94075  0.1076
C: 0.83169 -4.46751 3.55507  -0.0940
H: -7.16748 -1.54413 -4.43050  0.1276
C: -2.06140 10.68740 3.60578  0.0240
H: 0.90068 2.13196 4.93367  0.0751
H: 0.94051 1.23338 2.69041  0.1438
O: 5.21457 -3.39632 2.39210  0.0565
C: -0.88355 11.37177 4.17509  -0.3806
F: 0.25764 -3.53893 4.59812  0.0309
H: 8.79907 -6.50760 -5.08349  0.1251
H: -5.65467 0.85411 -13.33547  0.1248
O: -8.21383 0.73906 -12.91736  0.1079
Cl: -4.70871 -2.97826 -0.60247  0.6510
C: -7.80069 -0.21929 -10.80472  0.0296
O: 9.22796 -4.16027 -1.30329  0.0961
C: -0.63254 9.55372 5.80141  0.0175
F: 2.70878 -5.88832 1.31657  0.0358
C: -2.31920 -1.52966 0.69495  0.1165
H: -0.18921 4.26543 5.88392  0.1200
H: -5.48477 -2.33864 -2.77411  0.0282
C: -7.38820 0.35063 -12.10251  -0.3806
C: 1.08129 3.51203 7.49544  -0.3841
C: 2.12669 3.89479 8.46490  0.0266
C: 2.09638 6.19432 7.61085  -0.3781
H: -8.86628 -0.27214 -10.61625  0.1251
C: -1.17060 -3.55285 1.61495  0.0373
C: -5.45005 -0.56317 -10.19281  -0.3697
H: -2.27316 -1.21239 -5.49332  0.1244
O: 5.21353 -4.86916 0.45798  0.0266
C: -5.68939 -0.92136 -5.91676  -0.3560
O: 0.13476 -0.65759 3.39036  -0.0040
C: -1.81039 8.86935 5.23211  -0.3890
H: 3.36688 5.44093 9.22238  0.1257
C: 7.89466 -7.45541 -3.33350  -0.3809
H: -7.18358 -1.06665 -8.95985  0.1021
H: 7.11481 -8.09913 -1.39468  0.1256
C: -0.17809 -4.66500 2.28681  -0.0273
H: 7.92449 -6.09221 -0.16054  0.1174
H: -3.95587 -0.41789 -7.14972  0.1093
C: -6.89795 -0.64540 -9.91600  0.0213
H: -2.56372 -0.41647 0.39614  0.1768
H: 5.91751 -4.27539 0.05904  0.1386
C: -5.94030 0.43287 -12.37932  0.0262
H: 1.10950 0.38299 5.82699  0.0982
C: -2.49369 9.52253 4.09823  0.0185
C: -5.03756 0.00675 -11.49060  0.0222
C: -3.10460 -2.94086 0.39446  -0.3830
C: 2.37313 -4.06667 3.19117  -0.0980

For the orbital gap, the calculation gives 0.1993 Eh. As for the LUMO energy: -6.1 eV. The charge is +1. The maximum force comes out at 0.184 Eh/bohr. The calculation puts the total energy at -105123.72657 eV.

[2]
C40H30ClN17O4Ti as an isolated structure, computed with ωB97M-V/def2-TZVPD.

Each line ends with the Löwdin charge.
CARTESIAN COORDINATES (ANGSTROEM)
C: -3.12013 -0.14358 3.91570  -0.0321
H: -1.60622 1.95934 1.85387  0.0927
N: 1.00128 1.31488 2.08483  0.1125
N: -1.92979 -2.92847 2.57595  -0.0338
H: 5.27964 -2.09301 -4.72641  0.1071
N: -1.35060 -0.32959 2.59060  -0.0315
C: -1.24934 -2.99534 -5.21457  -0.0405
H: 3.90425 -1.95098 -2.67790  0.0684
N: -2.27300 -4.14456 2.74072  -0.0548
O: 3.87756 3.08399 5.20127  0.0845
C: -2.03116 -0.30807 4.73475  -0.0078
C: -2.27087 -2.87043 -2.91051  -0.0155
C: 7.21435 0.04378 -2.94446  -0.0788
H: -0.01441 -5.56352 -0.00773  0.1551
C: -1.32766 2.84770 1.30809  0.0056
H: 4.02871 0.18932 4.26056  0.0762
H: -7.51731 1.56702 0.01642  0.0798
H: -3.20651 3.05757 0.31461  0.0967
N: 0.81831 -2.41790 -0.37929  -0.0438
C: -0.04842 3.35862 1.46730  -0.2022
C: -0.54274 5.12354 -0.06135  -0.0698
N: -1.63114 -4.95906 1.88013  0.0513
O: 4.34784 0.96181 4.79917  0.1361
H: -0.23314 6.01163 -0.59712  0.1077
H: 0.11735 -0.87253 -4.21751  0.1259
H: 8.14207 0.59576 -3.01605  0.1046
H: -0.96026 -2.27505 -5.97931  0.0788
C: -4.69991 0.77493 1.67518  0.0233
H: 6.77071 0.73999 -0.96011  0.1180
C: -1.40666 -2.33852 -3.87276  -0.2545
O: 1.28412 -1.23111 2.31316  -0.1566
C: 0.35905 4.49122 0.78258  -0.0398
N: 0.16820 0.33399 -1.86515  -0.0548
N: -0.06475 -4.57405 0.16635  0.1696
C: 5.60382 -1.46654 -3.90580  -0.0679
C: 6.45041 0.12896 -1.79348  -0.0339
H: -2.01622 -0.37365 5.80769  0.1088
C: 1.63082 1.32679 -0.67411  -0.1378
N: 3.86637 -0.40420 0.46704  0.2319
Ti: -0.06974 -1.07691 0.93035  1.1899
N: -1.00943 -2.86952 1.55573  -0.0395
C: -0.71777 -0.69471 -2.25310  -0.1625
C: 4.82588 -1.39070 -2.76080  -0.0222
C: 1.62080 1.97300 -1.91177  -0.0178
C: 6.79048 -0.75327 -4.00004  -0.0793
C: -4.98502 0.95154 -0.67359  -0.0379
O: 3.23907 -1.03786 3.36841  0.1010
C: 0.67287 1.30268 -2.64669  -0.0304
C: -2.94272 -0.03703 0.21471  -0.1954
H: 0.30663 1.44205 -3.64942  0.1315
H: 7.39145 -0.82120 -4.89808  0.1041
C: -1.82227 4.61669 -0.23730  -0.0697
C: -3.74572 0.38181 -0.86001  -0.0021
H: 2.27494 1.52219 0.16067  0.0917
C: 0.71416 -3.74735 -0.57047  -0.4356
Cl: 1.78747 4.68637 3.71541  0.8309
N: -1.68685 -0.60977 -0.01662  -0.0597
N: 1.43958 -4.16045 -1.58760  0.0709
N: -2.68868 -0.14834 2.64072  -0.0575
N: 1.68864 -2.01682 -1.36945  -0.0292
N: 0.74700 0.33493 -0.63976  0.0098
C: -1.58760 -1.20963 -1.30897  -0.2843
H: -2.86589 -3.74239 -3.15540  0.1204
C: 1.75896 3.07101 3.20254  -0.5701
H: 0.06355 -0.63388 4.10378  0.1125
C: 2.52005 1.99230 3.62263  -0.0282
C: -6.83139 1.80335 0.82954  -0.0434
C: 1.97902 0.91618 2.87120  -0.1462
H: -2.17305 -3.48116 -5.52806  0.0796
C: 5.25731 -0.58915 -1.70578  -0.2156
C: 2.25262 -0.55325 2.85623  -0.5549
H: -5.06767 0.95883 2.67459  0.1107
C: -5.49271 1.15496 0.60848  -0.2763
H: -3.01883 -2.74642 -0.90266  0.1350
C: -3.44854 0.18674 1.49446  -0.1215
H: -0.47037 -3.76009 -5.16353  0.0918
H: -3.37819 0.24879 -1.86724  0.1206
H: -5.56625 1.25085 -1.53803  0.1183
H: 2.22070 2.81211 -2.21652  0.1046
C: 4.47360 -0.48398 -0.50475  -0.1317
C: 3.62695 2.05751 4.62394  -0.5023
H: -6.73730 2.89067 0.87639  0.0847
H: 1.36652 4.87103 0.89300  0.1051
H: -4.15957 -0.03677 4.16281  0.1245
C: -2.21353 3.47130 0.44624  -0.0482
C: -0.87154 -4.14540 1.17871  -0.4539
C: -0.62384 -1.25120 -3.52445  0.0298
H: -7.28397 1.46961 1.76311  0.0794
H: -2.51193 5.11239 -0.90798  0.1056
C: -2.35526 -2.32455 -1.64844  -0.0052
C: -0.95723 -0.42148 3.86010  -0.1125
N: 2.03061 -3.03879 -2.04296  -0.0474
N: 0.86941 2.63252 2.28343  -0.0505

For the orbital gap, the calculation gives 0.2636 Eh. The calculation puts the energy relative to the best compared isomer or geometry (same formula, charge and spin) at 11.09 kcal per mole. As for the LUMO energy: -1.1 eV. The maximum force comes out at 0.015 Eh/bohr. The calculation puts the total energy at -111128.71038 eV.

[3]
C40H30IN7PSrTe as an isolated structure, computed with ωB97M-V/def2-TZVPD.

Each line ends with the Löwdin charge.
CARTESIAN COORDINATES (ANGSTROEM)
H: -0.52727 0.80769 -4.08827  0.0994
H: 1.94887 -2.00086 -6.15609  0.0979
C: 4.16249 3.84145 1.35847  -0.0406
H: -5.77916 -3.10578 3.75966  0.0899
H: 4.44992 5.06295 -0.96795  0.1111
H: 2.79769 -1.00810 -2.08432  0.0697
H: -2.63398 -3.02311 3.51380  0.1113
H: 3.62822 4.27453 -3.16357  0.1051
H: 0.56725 3.86101 -1.49412  0.0965
C: -1.44866 4.24685 -2.07360  -0.0916
C: 3.21349 -4.86707 -0.02509  -0.1897
N: -0.24295 -5.22649 3.58054  0.0989
H: 4.65037 4.80837 1.38748  0.1105
C: -2.64418 2.51564 1.20288  -0.0461
C: -0.38274 3.41634 -1.75343  -0.0837
C: 3.41560 3.71924 -2.25936  -0.0664
C: 2.18574 -0.88291 -2.97176  -0.1145
C: -5.18700 -2.93508 2.86759  -0.1389
C: 1.09953 -0.00442 -2.94446  -0.3734
C: -3.70058 -2.43899 0.52101  -0.6532
H: 0.01917 -0.45403 -6.12307  0.1015
H: -1.30582 5.32055 -2.07169  0.1000
C: -0.82580 4.06213 1.60871  -0.1284
H: -5.25376 -4.98348 2.19671  0.0901
C: 3.53626 1.77485 2.37725  -0.1750
C: 3.87429 4.14861 -1.05149  -0.0332
H: -3.85330 1.90039 -2.48532  0.1091
C: -2.69240 3.71032 -2.36759  -0.0921
C: 2.18090 -5.50813 1.88037  -0.1451
C: -0.54901 2.03497 -1.73799  -0.3574
H: -3.67659 2.31878 0.95304  0.0937
Te: -2.90460 -2.22245 -1.45818  0.5841
N: -0.80706 -3.35955 2.45355  0.0194
N: -2.20069 0.09543 1.36546  -0.1366
C: 1.71603 -1.43949 -5.26025  -0.0926
C: 0.32557 0.14203 -4.08944  -0.0755
H: 2.38796 -3.21308 -1.06087  0.0680
C: 0.63529 -0.57349 -5.24074  -0.0799
C: 4.06464 3.07726 2.48015  -0.0811
C: 0.02254 2.98509 1.84179  -0.1118
I: 2.68574 -0.75619 1.14139  1.1152
C: -4.70269 -1.67040 2.58807  -0.0712
N: 3.19494 -5.72613 1.05304  0.0118
C: 3.64468 3.38647 0.12087  -0.1649
C: -1.73493 -3.59897 3.35399  -0.1576
C: 2.49439 -1.59259 -4.11903  -0.0816
H: 3.58247 1.11103 3.22988  0.0861
H: -0.45681 5.07850 1.67115  0.0870
Sr: -0.49890 -1.66987 0.49797  0.8468
H: 3.33658 -2.27304 -4.11872  0.1035
C: 2.93372 2.15642 0.04096  -0.2036
C: 2.57042 2.59447 -2.30671  -0.0992
H: 2.08445 2.34766 -3.24331  0.1122
H: -4.90321 -0.83922 3.25374  0.1009
H: 0.20898 0.86036 2.00667  0.0489
H: -3.97115 -4.52444 0.15332  0.0718
C: -4.16824 -3.71696 0.84805  -0.2042
H: 2.08480 -6.17858 2.72979  0.0993
H: 4.44928 3.42994 3.42790  0.1044
N: -1.40677 -4.69345 4.03638  0.0119
C: -0.45187 1.68699 1.76032  -0.0926
C: 2.25661 1.86026 -1.19007  -0.3017
C: -2.87865 2.33650 -2.30626  -0.0726
C: -2.15717 3.80573 1.29132  -0.1149
C: -1.81907 1.50726 -1.97983  -0.1436
C: 2.31704 -3.85639 -0.18738  -0.2663
P: 0.74181 0.79743 -1.33169  1.0265
C: -4.89748 -3.97984 1.99728  -0.1338
H: 3.98827 -5.03070 -0.76455  0.0786
N: 1.31055 -3.57539 0.69140  -0.1448
H: -1.91957 -5.15480 4.76479  0.1450
N: -3.52184 -0.05591 1.34409  -0.0086
H: 1.05873 3.16054 2.10993  0.0840
H: -1.99819 0.43928 -1.89257  -0.0162
C: 0.09738 -4.38635 2.61295  -0.3327
H: -3.52186 4.36315 -2.61090  0.0975
C: -3.93248 -1.39322 1.44445  -0.3644
C: 1.24138 -4.49845 1.73521  -0.2644
C: -1.79487 1.41385 1.43045  -0.3246
C: 3.01521 1.32061 1.19695  -0.6134
H: -2.82796 4.63644 1.09892  0.0963

For the orbital gap (alpha / beta), the calculation gives 0.1751 / 0.1585 Eh. The calculation puts the energy relative to the best compared isomer or geometry (same formula, charge and spin) at 0.00 kcal per mole. As for the LUMO energy (alpha / beta): 1.7 / 1.7 eV. The charge is -1. The maximum force comes out at 0.005 Eh/bohr. The calculation puts the total energy at -77918.40693 eV.

[4]
C40H31AsBrCl3GeN3OReS as an isolated structure in a non-equilibrium geometry, computed with ωB97M-V/def2-TZVPD.

Each line ends with the Löwdin charge.
CARTESIAN COORDINATES (ANGSTROEM)
C: 3.31160 0.61150 5.24450  -0.0663
C: 5.12470 -0.52980 -1.14750  -0.0610
C: -2.76050 -0.89850 -0.59070  -0.1202
C: -6.48650 -0.24500 -0.56950  -0.0187
Re: -0.16170 0.23560 0.77140  1.1232
C: 4.52270 1.35250 2.86460  -0.1092
Cl: 1.28120 3.33650 -2.66060  0.3151
C: 1.95450 -0.56150 -2.86140  -0.0095
H: -6.96430 0.71110 -0.37150  0.0938
C: -1.03580 0.82820 3.67190  -0.1247
C: 4.64470 0.98680 5.23580  -0.0545
H: -2.18940 -3.49780 5.42650  0.1288
O: 0.56640 0.12330 -1.13200  -0.3683
N: -2.30020 -0.07890 0.35480  -0.1107
H: 0.71070 -3.65150 0.27170  0.1331
H: -0.61750 -4.45010 1.58490  0.1171
C: 2.55890 -2.86710 -3.09710  -0.6688
C: 1.82870 3.12770 1.13730  -0.3735
N: -0.72670 -0.08180 2.76130  -0.0975
C: -4.54280 0.65790 0.73200  0.0176
H: 5.62390 -1.48680 -1.19180  0.1174
H: 3.84530 -1.09070 0.48980  0.1139
As: 2.12460 1.19600 1.22810  1.2945
H: -0.53630 5.34570 0.12110  0.0975
C: 1.42450 5.87880 0.81940  -0.0338
H: -6.66330 -0.53370 -1.60160  0.0939
C: -1.48260 -1.81050 4.29780  -0.1282
C: 5.25170 1.34370 4.04240  -0.0530
H: 2.85080 0.31000 6.17220  0.1106
C: 5.49820 0.48720 -2.01430  -0.0547
H: 5.16930 2.52060 -2.60410  0.1154
H: 3.75570 3.66760 1.89330  0.1048
H: 3.17620 -1.29740 -4.43700  0.1184
H: 5.00730 1.60850 1.92730  0.1049
C: 4.87640 1.72220 -1.93980  -0.0581
H: 1.26220 6.93740 0.69570  0.1224
C: -3.19210 0.67810 1.00270  -0.1598
H: -4.42130 -1.66730 -1.69670  0.1306
Cl: -2.03360 4.31500 -2.39920  0.2291
Ge: -0.67240 2.70710 -2.08680  -0.3088
C: 0.65310 -2.58560 0.06050  -0.0357
C: -0.52480 -2.36430 2.09620  -0.1828
H: 3.40950 6.09540 1.60050  0.1219
C: 1.26060 -2.18250 -1.16190  -0.1302
H: -1.63820 -5.14380 3.67420  0.1246
C: -1.41800 -4.09670 3.52970  -0.0287
H: -2.02980 -1.50360 -1.11340  0.1153
C: 2.57480 0.62680 4.07190  -0.1077
C: 0.62630 3.62900 0.65130  -0.6240
C: -0.91080 -1.40000 3.07050  -0.1451
C: 1.22380 -0.83800 -1.68010  -0.3618
H: 1.53300 0.32790 4.08790  0.0726
H: -6.96320 -0.98960 0.06900  0.1057
H: -5.20900 1.30410 1.28310  0.1301
C: 3.16810 1.01670 2.87590  -0.3492
H: 6.28070 0.32120 -2.73750  0.1159
C: -5.03710 -0.19210 -0.25780  -0.2322
C: 3.89050 1.95150 -0.99440  -0.1294
C: 2.61360 -1.53880 -3.54930  -0.0797
N: 0.07590 -1.81870 0.94960  -0.0774
C: -0.81560 -3.69550 2.32910  0.0234
S: -0.74970 2.54480 0.28050  0.6352
H: -2.23140 -1.09180 6.18750  0.1361
C: -1.56170 0.50580 4.92500  -0.0080
H: -0.84690 1.86120 3.39890  0.1233
H: 1.97190 0.46820 -3.18500  0.0975
H: 1.89790 -4.19700 -1.56890  0.1158
C: 2.82280 4.04070 1.48690  -0.0722
H: -1.78050 1.29720 5.62210  0.1238
C: 3.51120 0.93820 -0.12270  -0.3709
H: 5.21000 0.99550 6.15500  0.1162
C: -4.10050 -0.98650 -0.92100  0.0164
Cl: -1.36910 1.06050 -3.24960  0.2870
C: -1.72620 -3.18520 4.50430  0.0050
C: -1.80430 -0.80880 5.23780  0.0466
C: 2.62530 5.40380 1.32770  -0.0310
C: 1.91240 -3.17540 -1.92200  -0.0691
C: 0.41570 4.99110 0.48970  -0.1125
H: -2.81790 1.34340 1.76990  0.0789
H: 3.42660 2.92720 -0.92100  0.0634
C: 4.13190 -0.30770 -0.20850  -0.1143
Br: 3.38070 -4.23310 -4.12400  0.7884
H: 6.29520 1.61590 4.03220  0.1159

For the orbital gap (alpha / beta), the calculation gives 0.2398 / 0.2312 Eh. The calculation puts the energy relative to the best compared isomer or geometry (same formula, charge and spin) at 11.45 kcal per mole. As for the spin multiplicity: 3. As for the LUMO energy (alpha / beta): -6.2 / -6.6 eV. The charge is +2. The maximum force comes out at 0.047 Eh/bohr. The calculation puts the total energy at -286423.76882 eV.